[1]
13
Properties=species:S:1:pos:R:3:forces:R:3 method="wB97M-V/def2-TZVPD" e_above_lowest_kcal_mol=81.98 homo_energy_ev=-8.52 mol_weight_g_mol=180.07 homo_lumo_gap_ev=9.16 total_energy_ha=-3182.839635
C -1.5165 -1.3434 0.2514 -0.8 0.6 3.4
C 0.7974 -1.1887 -0.3352 0.1 0.9 -0.4
C 1.6864 -0.1095 -0.0806 -4.4 -1.9 -0.7
C -0.3701 1.8161 -0.1471 -0.2 0.7 0.1
N -0.7582 -1.6598 -0.6724 3.8 2.2 -0.3
S 1.4428 1.6198 0.1477 -1.8 -0.4 -0.3
Br 3.5029 -0.2789 0.1809 1.2 -1.1 0.0
H -1.2448 -0.8018 1.1929 0.3 -0.1 -0.9
H -2.5073 -1.7266 0.3990 -0.8 -0.4 -1.0
H 1.1444 -2.1915 -0.4470 1.4 -0.2 0.1
H -0.6418 1.4660 -1.2113 0.1 0.6 2.0
H -0.5110 2.9085 0.0097 0.2 -0.4 -0.9
H -1.0243 1.4899 0.7119 0.8 -0.6 -1.2

[2]
13
Properties=species:S:1:pos:R:3:forces:R:3 method="wB97M-V/def2-TZVPD" e_above_lowest_kcal_mol=96.58 homo_energy_ev="-7.74 / -9.20" mol_weight_g_mol=180.07 homo_lumo_gap_ev="5.87 / 8.64" total_energy_ha=-3182.816378
C 1.0197 -0.8870 -1.5705 -0.4 -1.7 1.7
C -0.2349 0.8794 -0.7100 -2.0 2.1 3.3
C -0.7828 0.1230 0.5598 -2.2 3.0 -0.9
C 0.2771 -0.3205 1.4617 -0.1 -2.9 1.4
N 0.5382 0.1887 -1.5304 1.1 0.6 -2.6
S -2.1537 -0.9317 0.1370 0.5 -0.2 0.1
Br 1.9534 -1.6770 -2.8427 1.6 -1.4 -2.0
H -1.1172 1.2795 -1.1458 -0.8 0.1 -1.1
H 0.2795 1.7893 -0.3958 0.4 0.0 0.3
H -1.3373 1.0787 0.9619 0.7 -1.7 -0.1
H 1.0594 0.4140 1.4436 0.6 0.1 0.6
H 0.6411 -1.3435 1.1637 0.1 1.1 -0.2
H -0.1425 -0.5929 2.4676 0.5 0.9 -0.6

[3]
18
Properties=species:S:1:pos:R:3:forces:R:3 method="wB97M-V/def2-TZVPD" e_above_lowest_kcal_mol=13.23 homo_energy_ev="-4.48 / -4.48" mol_weight_g_mol=278.50 total_charge=-1 spin_multiplicity=2 homo_lumo_gap_ev="7.21 / 5.25" s_squared=0.752 total_energy_ha=-850.448656
O 1.8760 -1.6715 -2.7965 0.9 1.2 0.8
C 0.7822 -1.7765 -2.1759 -0.2 1.4 1.6
O -0.0932 -2.6107 -2.5366 -1.6 0.1 1.1
O 0.5918 -0.9804 -1.1346 0.5 -0.3 -0.6
O -0.5526 1.0865 0.5655 0.5 -0.7 -0.9
C -0.2956 1.9397 1.6508 0.1 -0.2 1.6
O -0.8125 1.6559 2.7571 0.8 -0.1 -0.3
O -0.6131 3.1900 1.1136 0.5 0.6 -0.6
C -0.5445 -0.2923 0.8603 0.1 0.4 0.5
C -0.6418 -1.0900 -0.4134 -0.6 0.0 0.2
Cd 1.2054 -3.1767 -4.0469 0.8 -2.3 -3.1
H -0.7201 3.7883 1.8606 0.1 -0.4 0.1
H -1.4131 -0.5359 1.4918 0.1 0.0 -0.1
H 0.3625 -0.5839 1.4127 -0.1 0.2 -0.1
H -1.4628 -0.7240 -1.0446 0.2 -0.1 0.1
H -0.8255 -2.1429 -0.1660 0.1 0.2 -0.1
O 1.4794 1.9173 1.7693 -2.2 0.0 -0.2
H 1.6778 2.0073 0.8329 0.2 0.1 -0.1

[4]
14
Properties=species:S:1:pos:R:3:forces:R:3 method="wB97M-V/def2-TZVPD" e_above_lowest_kcal_mol=29.55 homo_energy_ev=-9.68 mol_weight_g_mol=153.01 homo_lumo_gap_ev=10.47 total_energy_ha=-1185.842358
H -2.1891 -3.3668 1.3363 -0.8 0.6 -0.1
N -1.5353 -2.6251 1.5163 1.4 -1.9 1.4
C -1.2929 -1.6277 0.8870 2.5 2.7 -1.2
Cl -2.3399 -0.8828 -0.2868 -0.3 0.2 -0.6
C 0.2945 -0.8069 0.9350 -3.1 -0.3 1.8
Cl 1.4181 -1.9096 0.2292 0.8 -0.9 -0.6
N 0.2295 0.5022 0.4052 -1.0 -0.4 1.8
C 0.7589 0.8716 -0.6451 0.7 0.3 -3.0
C 0.6714 2.3306 -1.1397 1.7 -0.2 -1.3
H 0.5146 -0.7187 2.0262 -0.2 -0.3 -0.9
H 1.2957 0.1231 -1.3730 -0.7 1.3 1.4
H 1.3681 2.9729 -0.5240 -0.6 -0.7 -0.7
H -0.3002 2.8694 -1.1454 0.4 -0.9 0.1
H 1.1067 2.2679 -2.2214 -0.9 0.6 1.9

[5]
14
Properties=species:S:1:pos:R:3:forces:R:3 method="wB97M-V/def2-TZVPD" homo_energy_ev="-7.33 / -10.15" mol_weight_g_mol=157.00 spin_multiplicity=3 homo_lumo_gap_ev="7.87 / 8.30" s_squared=2.005 total_energy_ha=-1226.653483
C 1.3869 0.1483 0.2423 2.3 1.9 1.9
C 0.1089 -0.1162 0.3054 0.8 -1.5 -2.8
C 2.4722 -0.0827 -0.8523 0.5 -1.7 2.4
C -3.7739 -0.1887 1.9949 -3.8 -0.1 -0.8
O 2.6030 1.0696 -1.6096 -1.7 0.6 -1.8
O -2.7507 -0.1999 1.2473 3.9 0.1 -1.1
Cl -0.5374 -1.0810 -1.0745 -0.4 0.3 0.5
Cl -5.3313 -0.2742 1.1484 0.5 0.1 1.2
H 1.7436 0.7922 1.1100 -0.4 -0.8 -1.1
H -0.6431 0.1469 0.9754 -0.7 0.4 1.2
H 2.1582 -1.0881 -1.3023 0.8 1.5 -0.3
H 3.5573 -0.1509 -0.3983 -2.4 -0.4 -0.5
H 1.7315 1.2647 -2.0541 1.3 -0.3 0.6
H -2.7250 -0.2401 0.2672 -0.7 -0.1 0.7

[6]
14
Properties=species:S:1:pos:R:3:forces:R:3 method="wB97M-V/def2-TZVPD" e_above_lowest_kcal_mol=86.34 homo_energy_ev="-9.60 / -8.50" mol_weight_g_mol=173.06 homo_lumo_gap_ev="8.51 / 7.06" total_energy_ha=-1549.664993
C 2.1300 -0.4188 -0.3067 0.6 1.8 0.7
C 0.4154 0.9037 0.6662 -3.1 -1.2 -0.6
C -0.4460 -1.0344 -0.5609 0.8 -3.0 -2.3
C 0.7382 -0.4879 0.1875 0.4 1.5 2.8
O 4.8806 0.8597 -0.3599 0.9 -0.4 -0.4
S 3.6302 1.2714 0.2449 -3.1 -2.0 -0.3
Cl 2.9031 -1.7666 -0.8122 0.8 -0.9 -0.6
Cl 0.8502 -1.3669 1.9740 0.0 -0.2 -1.2
H -0.6318 1.0119 0.9739 0.3 -0.6 0.8
H 1.0498 1.3601 1.3169 1.8 0.8 2.1
H 0.3281 1.4981 -0.1604 0.4 1.8 -2.7
H -1.2765 -1.4292 0.0422 0.4 0.8 0.2
H -0.7924 -0.3063 -1.3216 0.1 -0.3 0.5
H -0.1258 -1.9957 -1.1548 -0.4 1.8 0.9